(1)
A structure of composition C3H3O4Tl at a distorted geometry. Source: the OMol25 dataset; level of theory: the ωB97M-V functional and the def2-TZVPD basis.

The calculation puts the energy above the lowest of the compared OMol25 structures with the same formula, charge and spin at 16.81 kJ/mol. For the calculated total energy, the calculation gives -16032.944 eV. The expectation value of S² is 0.7581. Its HOMO-LUMO gap (spin up / spin down) is 10.50 / 6.01 eV. As for the total charge: +1. The value obtained for the LUMO energy (spin up / spin down) is -4.424 / -8.844 eV. Its multiplicity is 2. The value obtained for the strongest force on any atom is 5.104 eV Å⁻¹.

Geometry as XYZ:
```
11
Properties=species:S:1:pos:R:3:mulliken_spin:R:1
C 1.261 -0.874 0.118 0.002
C -0.223 -1.094 0.040 0.000
O -0.942 -0.090 -0.634 0.041
O 1.840 -0.037 -0.534 0.000
H 1.814 -1.622 0.719 0.000
H -0.448 -2.052 -0.453 -0.001
Tl 1.473 2.153 -0.848 0.015
O -2.450 1.728 -0.110 0.785
O -0.396 1.864 0.519 0.218
C -1.339 1.213 0.103 -0.063
H -0.589 -1.190 1.080 0.003
```


(2)
A structure of composition C3H3OTb at a distorted geometry. Source: the OMol25 dataset; level of theory: the ωB97M-V functional and the def2-TZVPD basis.

For the calculated total energy, the calculation gives -27628.792 eV. The expectation value of S² is 15.7825. Its HOMO-LUMO gap (spin up / spin down) is 7.73 / 6.50 eV. As for the total charge: +1. The value obtained for the LUMO energy (spin up / spin down) is -4.287 / -5.547 eV. Its multiplicity is 8. The value obtained for the strongest force on any atom is 2.558 eV Å⁻¹.

Geometry as XYZ:
```
8
Properties=species:S:1:pos:R:3:mulliken_spin:R:1
C 0.937 1.608 0.142 0.000
C -0.176 1.857 -0.287 0.000
H 1.976 1.590 0.426 0.000
H -1.024 2.351 -0.733 0.000
C -0.450 -1.365 -0.242 0.093
O -0.103 -1.559 0.959 -0.017
Tb -1.517 -3.452 0.681 6.910
H 0.357 -1.030 -0.945 0.015
```


(3)
The molecule C3H3PS at a distorted geometry. Source: the OMol25 dataset; level of theory: the ωB97M-V functional and the def2-TZVPD basis.

The calculation puts the energy above the lowest of the compared OMol25 structures with the same formula, charge and spin at 54.85 kJ/mol. For the calculated total energy, the calculation gives -23280.880 eV. The structure (SMILES) is CC(=S)C#P. Its HOMO-LUMO gap is 7.12 eV. As for the total charge: 0. The value obtained for the LUMO energy is -1.566 eV. The value obtained for the strongest force on any atom is 3.745 eV Å⁻¹.

Geometry as XYZ:
```
8
Properties=species:S:1:pos:R:3:mulliken_charge:R:1
C 1.409 0.461 0.014 -0.157
C 0.297 -0.398 0.035 0.505
C -1.136 0.117 0.006 -0.934
P 2.776 1.256 0.031 -0.184
S 0.687 -2.046 0.032 -0.194
H -1.711 -0.699 -0.290 0.300
H -1.050 0.739 -0.784 0.350
H -1.271 0.570 0.957 0.313
```


(4)
A structure of composition C3H4AgO5 at a distorted geometry. Source: the OMol25 dataset; level of theory: the ωB97M-V functional and the def2-TZVPD basis.

For the calculated total energy, the calculation gives -17412.240 eV. Its HOMO-LUMO gap is 6.50 eV. As for the total charge: -1. The value obtained for the LUMO energy is 1.988 eV. The value obtained for the strongest force on any atom is 2.871 eV Å⁻¹.

Geometry as XYZ:
```
13
Properties=species:S:1:pos:R:3:mulliken_charge:R:1
O -2.770 0.935 -0.385 -0.530
C -2.062 0.552 0.520 0.057
O 0.103 0.346 1.561 -0.666
C 1.962 -0.856 -1.379 0.751
C -0.744 1.192 0.906 -0.425
O 2.356 -1.572 -0.406 -0.770
O 2.593 0.084 -1.887 -0.641
H -2.415 -0.241 1.222 0.322
H -0.314 1.571 -0.048 0.213
H -1.012 2.101 1.491 0.241
Ag 1.492 -1.566 1.744 0.610
O 0.797 -1.225 -1.987 -0.464
H 0.013 -1.320 -1.352 0.303
```


(5)
A structure of composition C3H4AlO4 at a distorted geometry. Source: the OMol25 dataset; level of theory: the ωB97M-V functional and the def2-TZVPD basis.

The calculation puts the energy above the lowest of the compared OMol25 structures with the same formula, charge and spin at 0.00 kJ/mol. For the calculated total energy, the calculation gives -17954.417 eV. Its HOMO-LUMO gap is 6.65 eV. As for the total charge: +1. The value obtained for the LUMO energy is -7.872 eV. The value obtained for the strongest force on any atom is 5.230 eV Å⁻¹.

Geometry as XYZ:
```
12
Properties=species:S:1:pos:R:3:mulliken_charge:R:1
O 0.412 -1.145 1.080 -0.268
C 1.098 -1.511 -0.009 0.653
C -0.722 -0.341 0.673 -0.678
O 1.902 -2.414 -0.009 -0.481
O 0.694 -0.854 -1.081 -0.298
C -0.286 0.234 -0.659 0.357
H -0.903 0.423 1.437 0.318
H -1.586 -1.018 0.614 0.378
H 0.368 1.102 -0.463 0.409
O -2.478 1.944 -1.997 -0.315
H -3.109 2.283 -1.364 0.364
Al -1.541 0.594 -1.918 0.562
```


(6)
A structure of composition C3H4Br2O at a distorted geometry. Source: the OMol25 dataset; level of theory: the ωB97M-V functional and the def2-TZVPD basis.

The calculation puts the energy above the lowest of the compared OMol25 structures with the same formula, charge and spin at 217.88 kJ/mol. For the calculated total energy, the calculation gives -145305.025 eV. Its HOMO-LUMO gap is 8.52 eV. As for the total charge: 0. The value obtained for the LUMO energy is 0.723 eV. The value obtained for the strongest force on any atom is 9.086 eV Å⁻¹.

Geometry as XYZ:
```
10
Properties=species:S:1:pos:R:3:mulliken_charge:R:1
C 0.446 -0.473 0.010 -0.024
C 1.931 -0.133 -0.233 -0.094
C -1.809 0.405 0.107 -0.763
O -0.383 0.430 0.405 -0.303
Br 3.084 -1.577 -0.186 -0.101
Br 2.691 1.545 0.088 -0.101
H 0.259 -1.383 -0.375 0.405
H -1.915 1.092 -0.612 0.304
H -2.258 0.624 0.963 0.289
H -2.047 -0.530 -0.166 0.388
```


(7)
A structure of composition C3H4Br3I3N at a distorted geometry. Source: the OMol25 dataset; level of theory: the ωB97M-V functional and the def2-TZVPD basis.

The calculation puts the energy above the lowest of the compared OMol25 structures with the same formula, charge and spin at 140.87 kJ/mol. For the calculated total energy, the calculation gives -239083.838 eV. Its HOMO-LUMO gap is 4.50 eV. As for the total charge: +1. The value obtained for the LUMO energy is -7.181 eV. The value obtained for the strongest force on any atom is 3.127 eV Å⁻¹.

Geometry as XYZ:
```
14
Properties=species:S:1:pos:R:3:mulliken_charge:R:1
C 0.344 -0.641 -1.668 -0.993
C 0.065 1.456 -0.502 0.064
C -0.643 -1.388 2.831 -0.393
N 0.827 0.388 -0.748 -0.108
Br 0.792 2.991 0.550 0.017
Br -0.315 2.711 -2.689 -0.263
Br -1.740 0.908 0.004 -0.023
I 0.198 0.115 3.985 0.480
I -2.684 -1.852 2.944 0.444
I 0.503 -2.589 1.634 0.464
H -0.681 -0.792 -1.576 0.432
H 0.579 -0.221 -2.597 0.425
H 0.978 -1.455 -1.222 0.183
H 1.777 0.368 -0.946 0.270
```


(8)
The ion C3H4Br3N4 with charge +1 at a distorted geometry. Source: the OMol25 dataset; level of theory: the ωB97M-V functional and the def2-TZVPD basis.

The calculation puts the energy above the lowest of the compared OMol25 structures with the same formula, charge and spin at 137.80 kJ/mol. For the calculated total energy, the calculation gives -219253.377 eV. The structure (SMILES) is N/N=C(Br)/N=C(Br)\[NH+]=C/Br. Its HOMO-LUMO gap (spin up / spin down) is 6.32 / 6.32 eV. As for the total charge: +1. The value obtained for the LUMO energy (spin up / spin down) is -5.871 / -5.871 eV. The value obtained for the strongest force on any atom is 4.080 eV Å⁻¹.

Geometry as XYZ:
```
14
Properties=species:S:1:pos:R:3:mulliken_charge:R:1
C -0.452 1.215 0.133 0.197
C -1.430 -0.856 -0.181 0.414
C 0.560 -1.764 0.966 -0.002
N -1.466 0.378 0.088 -0.189
N 0.569 0.988 -0.665 0.088
N -0.462 -1.770 0.164 -0.144
N 1.559 1.838 -0.876 -0.554
Br -0.817 2.898 0.777 -0.138
Br -3.009 -1.744 -0.655 -0.097
Br 1.050 -0.358 1.990 0.154
H 1.164 -2.649 1.033 0.447
H -0.737 -2.675 -0.417 0.324
H 2.037 1.726 -1.818 0.286
H 1.434 2.772 -0.540 0.214
```